No. 1
This record from the Open Molecules 2025 dataset describes a 2-piece molecular cluster, C3H10NO2 overall. The level of theory is ωB97M-V/def2-TZVPD.

```
16
C3H10NO2 ωB97M-V/def2-TZVPD
H 1.16 0.03 2.92
H 0.12 0.51 -1.87
H 0.97 1.28 0.21
C -1.79 0.27 -0.95
H -2.38 0.59 -1.80
N 0.30 0.51 0.25
O 0.93 -1.92 -0.42
H -0.61 0.95 0.87
H -2.20 -0.49 -0.35
C -0.29 -0.06 -1.09
H -1.77 1.15 -0.35
O 1.90 0.37 2.45
C 0.36 -1.38 -1.33
H 2.51 0.53 3.04
H 0.02 -1.96 -2.25
H 0.75 -0.37 0.68
```

**Total charge**: +2
**Multiplicity**: 2
**Energy relative to the best compared isomer or geometry (same formula, charge and spin)**: 72.6 kcal per mole
**Highest occupied orbital energy (spin up / spin down)**: -19.665 / -19.590 eV

---

No. 2
This record from the Open Molecules 2025 dataset describes one molecule with the formula C6H12N2S. The level of theory is ωB97M-V/def2-TZVPD.

```
21
C6H12N2S ωB97M-V/def2-TZVPD
H -0.14 -2.03 -1.05
H 0.06 -1.58 0.72
H 3.08 -0.32 -0.31
C 1.46 1.91 0.08
H 2.33 2.40 -0.34
H 0.59 2.56 0.13
C -0.81 0.69 1.25
S -1.26 1.18 -1.34
N 2.07 -0.51 0.02
H -2.39 0.99 -0.72
H 1.58 0.76 -1.53
H 1.56 1.85 1.21
H 2.00 -0.53 1.07
C 1.20 0.52 -0.51
C -0.25 0.15 -0.40
C -2.01 -1.76 -0.16
N -1.30 0.88 2.26
H -2.68 -1.86 -1.08
C -0.49 -1.41 -0.23
H -2.54 -1.10 0.48
H -2.05 -2.79 0.45
```

**Structure (SMILES)**: CC[C@@](S)(C#N)[C@@H](C)N
**Energy relative to the best compared isomer or geometry (same formula, charge and spin)**: 61.5 kcal per mole
**Highest occupied orbital energy**: -9.516 eV

---

No. 3
This record from the Open Molecules 2025 dataset describes C40H40GeMoNP2S3Sb as an isolated structure. The level of theory is ωB97M-V/def2-TZVPD.

```
89
C40H40GeMoNP2S3Sb ωB97M-V/def2-TZVPD
H 2.49 -3.11 2.05
H -3.87 0.27 0.09
C -1.94 6.29 1.58
H -1.47 -0.37 -2.63
C 4.71 2.48 -0.51
S 0.75 2.88 4.12
C -3.50 0.18 1.11
H -1.38 7.18 1.32
H 5.67 -5.91 1.56
H -4.92 -1.34 1.65
H 0.15 -2.96 -1.91
C 3.94 1.37 -0.85
C -2.35 3.94 1.32
Mo -0.64 -0.28 0.27
Ge 2.75 -1.27 -0.36
C -2.50 1.32 -2.05
H 4.73 3.34 -1.16
H -0.50 -3.46 2.19
C 2.36 -2.59 -2.92
C 4.66 0.26 1.15
H 1.29 0.56 -2.28
H -3.15 7.29 3.03
H -1.35 1.68 3.31
C -3.72 -0.73 3.31
H -3.06 -4.27 -0.12
H -0.85 5.04 0.23
C -3.35 4.01 2.28
C -1.64 5.09 0.97
C 1.85 -2.74 -4.20
H 3.73 -5.07 2.84
H -2.80 0.72 -4.07
H 6.02 1.35 2.40
H -3.87 4.10 -0.66
C 1.12 -0.85 0.58
C -4.18 3.47 -2.67
H -4.42 5.26 3.65
H 3.39 1.39 -1.78
H 0.75 -1.81 -5.79
H 0.61 -3.86 0.88
C 3.31 -3.49 1.45
C -3.03 1.47 -3.32
C -2.94 6.35 2.55
H -2.42 0.09 4.82
H -3.91 3.12 2.57
C 1.47 -0.38 -2.81
H 6.36 -4.76 -0.51
C 3.66 -2.85 0.27
C -4.12 -0.71 1.99
H -3.34 -3.13 1.21
N -1.68 0.18 -1.80
H -0.85 -4.40 -1.61
H -0.88 -4.80 1.08
C -3.65 5.21 2.90
C -2.10 1.01 2.93
C 0.96 -0.52 -4.09
C -0.84 -3.31 -1.60
H 2.89 -3.43 -2.48
H -1.57 -2.97 -2.34
C 4.02 -4.59 1.92
H 4.67 -0.61 1.80
C -2.71 0.12 3.78
H -4.84 4.29 -2.90
H -2.12 -0.49 -1.13
S 0.81 -0.38 2.29
P -1.95 2.39 0.54
P -1.26 -2.64 0.04
C 4.78 -3.31 -0.42
C 2.19 -1.41 -2.20
C 5.50 -4.41 0.04
C -2.99 -3.22 0.18
C 5.45 2.48 0.66
Sb 1.75 1.99 2.39
S 0.04 2.24 0.14
C 1.15 -1.70 -4.79
C -2.49 1.04 1.57
H -3.66 -2.63 -0.46
C -2.78 2.30 -1.07
H -4.25 2.62 -4.63
C 3.90 0.25 -0.02
H 2.00 -3.66 -4.74
C -0.44 -3.80 1.16
C 5.43 1.36 1.49
H 6.04 3.34 0.93
C -3.64 3.34 -1.40
H 5.12 -2.82 -1.32
C 5.11 -5.05 1.20
H -4.21 -1.41 4.01
C -3.85 2.53 -3.63
H 0.43 0.31 -4.56
```

**Total charge**: +1
**Multiplicity**: 2
**Energy relative to the best compared isomer or geometry (same formula, charge and spin)**: 18.9 kcal per mole
**Highest occupied orbital energy (spin up / spin down)**: -9.242 / -8.954 eV

---

No. 4
This record from the Open Molecules 2025 dataset describes one molecule with the formula C2H6ClO3PSi. The level of theory is ωB97M-V/def2-TZVPD.

```
14
C2H6ClO3PSi ωB97M-V/def2-TZVPD
H 0.87 -0.90 2.28
O 1.18 -1.72 1.77
H -0.29 -2.28 -1.38
Cl -0.19 2.77 -0.86
O 2.55 0.50 0.57
H 0.48 -0.29 -2.37
C -1.40 -0.05 -0.23
C -1.22 1.55 0.10
Si 0.12 -0.89 -1.07
O -1.91 2.05 1.16
P 1.87 -1.11 0.29
H -1.71 -0.59 0.77
H 1.99 1.08 -0.06
H -2.34 -0.12 -0.97
```

**Structure (SMILES)**: O=C(Cl)C[SiH2]P(O)O
**Highest occupied orbital energy**: -8.897 eV

---

No. 5
This record from the Open Molecules 2025 dataset describes one molecule with the formula C4H11N2. The level of theory is ωB97M-V/def2-TZVPD.

```
17
C4H11N2 ωB97M-V/def2-TZVPD
H -0.39 -1.71 -0.59
H -0.16 1.92 0.21
H 0.92 0.46 -2.05
C -0.78 -1.33 0.33
H -1.20 -2.32 2.11
H -1.04 1.17 -1.14
H -1.43 0.41 1.25
H 1.41 -0.30 -0.58
C 1.07 0.65 -0.98
C -0.29 1.00 -0.37
N -0.78 0.02 0.59
H 2.35 1.73 0.36
H 3.02 1.58 -1.30
C 2.12 1.71 -0.70
H -1.77 -3.06 0.69
N -1.51 -2.21 1.16
H 1.74 2.70 -0.97
```

**Multiplicity**: 2
**Energy relative to the best compared isomer or geometry (same formula, charge and spin)**: 2.8 kcal per mole
**Highest occupied orbital energy (spin up / spin down)**: -5.157 / -8.781 eV

---

No. 6
This record from the Open Molecules 2025 dataset describes C5H18O5Rb as an isolated structure. The level of theory is ωB97M-V/def2-TZVPD.

```
29
C5H18O5Rb ωB97M-V/def2-TZVPD
H 1.14 -2.13 3.16
H 1.52 -3.76 1.45
H -1.58 5.77 0.37
H 3.85 -2.72 0.73
H 2.88 -2.10 2.88
O 0.56 -2.26 0.42
H -0.96 2.59 1.44
C -2.49 2.72 0.26
H -3.08 -0.41 -1.97
C 2.89 -2.64 0.22
O 1.55 -1.37 -3.17
H -3.18 2.92 1.09
C -2.19 4.05 -0.37
H 2.89 -1.66 -0.27
C 1.72 -2.73 1.16
Rb 0.25 0.27 -1.04
O -2.26 -0.74 -1.60
O -1.86 4.91 0.70
H 2.03 -0.82 -3.80
H -1.35 3.98 -1.08
H 1.88 -0.84 2.21
H -3.07 4.38 -0.94
H -0.21 -2.57 0.90
H -3.03 2.06 -0.43
O -1.34 2.05 0.74
H -2.49 -1.59 -1.21
H 1.16 -2.07 -3.70
H 2.85 -3.40 -0.56
C 1.91 -1.91 2.43
```

**Total charge**: +1
**Energy relative to the best compared isomer or geometry (same formula, charge and spin)**: 0.0 kcal per mole
**Highest occupied orbital energy**: -13.342 eV

---

Number 1: F_max 7.9 eV/A, E -8834.5674 eV. Number 2: F_max 4.4 eV/A, E -20229.4982 eV. Number 3: F_max 1.4 eV/A, E -159607.3659 eV. Number 4: F_max 9.4 eV/A, E -38000.8162 eV. Number 5: F_max 0.9 eV/A, E -7304.6546 eV. Number 6: F_max 0.7 eV/A, E -16365.3818 eV.